# 1
16
Properties=species:S:1:pos:R:3:forces:R:3:nbo_charge:R:1 method="wB97M-V/def2-TZVPD" lumo_ev=-5.53 gap_ev=8.5 e_above_lowest_kj_mol=518.3 charge=+1 energy_ha=-250.8079
C 1.483038 0.892668 0.962556 1.558 -2.778 -1.647 -0.3974
C -0.398437 0.977457 -0.731947 0.521 0.356 1.361 -0.6713
C 0.864818 0.296092 -0.113457 -1.073 2.410 1.939 0.0052
C -1.773682 0.580855 -0.622024 -0.293 -0.242 0.488 0.3695
C 1.112473 -1.015459 -0.867619 -1.113 1.916 0.865 -0.6544
N -2.119450 0.049334 0.817444 4.953 -0.356 0.010 -0.8287
H 2.465664 0.495483 1.352284 -1.199 -0.115 -0.632 0.2283
H 1.307777 1.789821 1.501217 -1.078 0.884 -0.201 0.2228
H -0.649950 2.071582 -0.368373 0.163 -1.111 -0.130 0.3416
H -0.187739 1.153571 -1.756630 -0.018 0.322 -1.193 0.2809
H 0.663186 -0.835921 -1.890567 0.187 -1.070 1.253 0.2302
H 0.615995 -1.732285 -0.133292 0.966 -0.009 -1.812 0.2434
H 2.169749 -1.037343 -1.020148 0.708 -1.086 0.220 0.2574
H -2.445548 0.897474 1.213817 -1.962 0.707 0.705 0.4561
H -1.210731 -0.081802 1.478868 -2.044 -0.513 -1.790 0.4385
H -2.714559 -0.781852 0.718998 -0.274 0.684 0.562 0.4780

=====

# 2
57
Properties=species:S:1:pos:R:3:forces:R:3:nbo_charge:R:1 method="wB97M-V/def2-TZVPD" lumo_ev="-3.71 / -3.71" gap_ev="7.2 / 7.2" e_above_lowest_kj_mol=11.7 charge=+1 energy_ha=-4195.6252
Pt 1.426301 -0.018876 -0.000557 -0.296 0.186 -0.019 1.1167
C 1.217282 -3.176386 -3.001027 0.023 -0.047 0.004 -0.3364
C 0.895172 -1.867159 -2.653895 0.013 0.078 0.007 -0.0101
N 1.582491 -1.502338 -1.581108 -0.027 0.194 -0.113 -0.3557
N 2.347644 -2.550683 -1.203905 -0.117 0.140 0.096 -0.3292
C 2.140639 -3.566425 -2.053962 0.076 -0.037 -0.002 0.0056
B 3.249403 -2.491622 0.058107 0.036 -0.051 0.043 0.5290
N 2.413777 -2.451156 1.363664 -0.121 0.086 -0.129 -0.3291
C 2.255681 -3.395256 2.303057 0.027 0.031 -0.018 0.0114
C 1.376282 -2.930687 3.258189 0.027 -0.041 -0.025 -0.3414
C 1.028488 -1.655621 2.819410 -0.055 0.071 0.040 -0.0076
N 1.661236 -1.376654 1.689510 -0.118 0.159 0.033 -0.3587
N 4.049983 -1.173648 -0.004208 -0.111 -0.112 -0.039 -0.2897
C 5.360004 -0.912418 -0.036498 -0.009 0.026 0.001 0.0219
C 5.536652 0.457204 -0.083291 -0.072 -0.013 0.001 -0.3152
C 4.250532 0.984509 -0.077021 -0.020 -0.072 -0.002 -0.0119
N 3.374426 -0.017800 -0.029281 0.488 -0.010 -0.021 -0.2741
H 0.849795 -3.747442 -3.830671 -0.038 -0.064 -0.095 0.2456
H 0.216587 -1.175951 -3.119488 -0.072 0.060 -0.064 0.2260
H 2.677140 -4.487633 -1.930903 0.067 -0.146 -0.003 0.2354
H 3.980358 -3.429255 0.076530 0.056 -0.117 -0.006 -0.0124
H 2.792354 -4.321019 2.230279 0.074 -0.162 0.007 0.2343
H 1.053351 -3.431516 4.149010 -0.043 -0.060 0.106 0.2468
H 0.368037 -0.930329 3.258808 -0.062 0.057 0.065 0.2254
H 6.069153 -1.716777 -0.023236 0.121 -0.099 0.001 0.2405
H 6.459602 0.998768 -0.117708 0.139 0.069 -0.003 0.2496
H 3.913175 2.003305 -0.104918 -0.014 0.131 -0.003 0.2307
C -1.086148 -3.562736 -0.171203 0.114 -0.057 0.036 -0.2561
O -0.908694 -2.155620 -0.077523 0.098 0.118 0.113 -0.4996
C -2.024131 -1.402143 -0.087211 -0.039 0.456 -0.063 0.2619
C -3.303076 -1.923378 -0.157251 -0.077 0.179 0.011 -0.2902
C -4.399399 -1.063442 -0.183236 0.040 0.112 0.006 -0.0842
Br -6.131746 -1.798646 -0.277218 -0.044 -0.019 -0.001 0.0992
C -4.240299 0.302284 -0.145217 -0.063 -0.157 -0.009 -0.2189
C -2.954843 0.845224 -0.078992 0.030 -0.185 0.046 -0.1604
C -1.843635 0.002184 -0.046491 -0.082 -0.603 -0.074 0.3619
O -0.605097 0.555322 0.006733 0.029 -0.564 -0.090 -0.7672
C -2.720299 2.281985 -0.032384 -0.034 -0.138 0.025 0.4280
N -1.496955 2.780707 0.039690 -0.587 -0.146 -0.187 -0.5244
C -1.638306 4.157258 0.069221 0.061 0.158 -0.027 0.0959
C -0.682563 5.165687 0.142235 -0.093 0.015 -0.010 -0.2053
C -1.139479 6.465672 0.155043 -0.059 -0.009 -0.001 -0.2020
C -2.509989 6.762948 0.097077 0.059 0.041 0.003 -0.1936
C -3.466614 5.773377 0.024951 0.043 -0.022 0.005 -0.2336
C -3.001445 4.465512 0.012634 0.109 0.140 0.017 0.1632
N -3.660947 3.250537 -0.051604 0.093 -0.095 0.014 -0.5184
H -1.660752 -3.938459 0.678334 0.025 -0.020 -0.015 0.1902
H -0.086558 -3.986860 -0.152908 -0.007 -0.014 -0.009 0.2090
H -1.582517 -3.826986 -1.108078 0.034 -0.028 0.026 0.1901
H -3.456009 -2.990769 -0.195274 -0.071 0.042 0.003 0.2465
H -5.110162 0.940351 -0.167622 -0.070 0.021 -0.003 0.2214
H -0.777844 1.653075 -0.037613 0.425 0.391 0.310 0.4965
H 0.370247 4.935554 0.186823 0.093 -0.026 0.005 0.2256
H -0.430781 7.277083 0.211137 0.055 0.071 0.004 0.2275
H -2.822762 7.795770 0.109191 -0.016 0.076 0.002 0.2287
H -4.518794 6.009701 -0.019739 -0.077 0.002 -0.002 0.2280
H -4.655947 3.111649 -0.098400 0.040 0.002 0.004 0.4334

=====

# 3
8
Properties=species:S:1:pos:R:3:forces:R:3:nbo_charge:R:1 method="wB97M-V/def2-TZVPD" lumo_ev=-0.34 gap_ev=8.6 e_above_lowest_kj_mol=261.3 charge=0 energy_ha=-1101.9260
C 0.482343 -0.990109 0.728795 -1.496 4.907 -1.311 -0.6101
C 0.605397 1.000317 0.830006 1.098 -4.412 -0.618 -0.6930
P -0.485445 -1.684729 -0.425767 0.024 0.542 0.561 0.4354
P -0.082990 1.718222 -0.486834 -0.413 0.244 0.043 0.4718
P -1.584059 0.129906 -1.163807 1.014 -0.488 0.924 -0.0733
H 1.007821 -1.269060 1.571749 1.107 -1.274 1.283 0.2011
H 1.499142 1.247542 1.493304 -1.700 0.058 -0.923 0.2502
H -1.442209 -0.152089 -2.547446 0.366 0.422 0.043 0.0179